Density functional theory data (ωB97M-V/def2-TZVPD) for a cluster of 2 separate species, C4H10NPS in total.

XYZ file:
```
17
Properties=species:S:1:pos:R:3:forces:R:3:lowdin_charge:R:1
C -0.5920 -1.0162 0.1373 0.961 -0.441 -0.261 -0.56
C 0.7151 -1.2558 -0.0498 -1.704 0.221 0.038 0.00
C -1.5151 -2.1596 0.3203 -1.476 0.829 0.693 -0.07
C -1.5937 2.7967 0.4954 0.991 -1.305 0.118 -0.35
N -1.0313 0.2814 0.3438 -0.554 -0.214 -0.037 -0.28
P -1.2475 1.4189 -0.6998 -0.128 0.227 0.258 0.90
S 3.8064 0.2942 -1.1273 0.331 -0.071 -0.234 0.49
H 1.2416 -0.3650 -0.2231 1.503 0.505 0.028 -0.03
H 4.4927 -0.1282 -2.2127 -0.155 0.128 0.276 -0.21
H 1.0967 -2.2497 0.0604 0.436 -0.150 -0.353 0.06
H -1.7637 -2.2470 1.3718 0.299 -0.425 0.457 0.08
H -1.0705 -3.0323 -0.0942 0.194 -0.798 -0.050 0.07
H -2.5189 -2.0140 -0.0879 0.230 0.174 -0.564 0.08
H -1.0446 2.4144 1.3810 -0.077 0.900 -0.423 0.03
H -1.2912 3.7415 0.0803 0.368 0.436 0.122 0.01
H -2.6108 2.8542 0.7925 -1.157 0.003 0.010 0.01
H 4.9269 0.6664 -0.4881 -0.064 -0.021 -0.078 -0.22
```
Positions in Å, forces in eV/Å.

Output
E_tot, eV: -25922.4342
Highest occupied orbital energy, eV: -8.1
SMILES string: C=C(C)/N=P/C.S